1.
10
Properties=species:S:1:pos:R:3:nbo_charge:R:1 method="wB97M-V/def2-TZVPD" lumo_energy_ha="-0.0605 / -0.0605" charge=0 e_homo_ev="-9.2 / -9.2" de_lowest_kcal_mol=56.8
C -0.22089 0.29650 0.14868 -0.1846
C -1.60866 -0.11377 0.08344 -0.7044
O 2.76736 0.12701 0.96445 -0.8629
S 0.25248 1.61725 -0.70203 0.0694
S 1.58993 -1.42831 -1.04928 -0.3768
S 2.58170 0.13493 -0.46972 1.0980
H 0.50092 -0.20721 0.77965 0.2225
H -1.56209 -1.17678 0.07373 0.2405
H -2.08444 0.24389 -0.74709 0.2344
H -2.21631 0.50651 0.91817 0.2640

---

2.
19
Properties=species:S:1:pos:R:3:mulliken_spin:R:1 method="wB97M-V/def2-TZVPD" lumo_energy_ha="-0.1209 / -0.3207" charge=+1 e_homo_ev="-12.9 / -12.7" de_lowest_kcal_mol=56.6 multiplicity=2 s2=0.75
C -1.46782 -1.37793 -2.08144 -0.0021
C -1.57661 -0.27459 -1.09427 0.0046
C -2.00377 0.96869 -1.46992 0.0318
H -1.68789 -1.15320 -3.13751 0.0002
H -2.24212 -2.12094 -1.91780 0.0006
H -0.49546 -1.89755 -2.02279 0.0018
H -1.71251 -0.64497 -0.05485 0.0010
H -2.40110 1.69896 -0.70602 0.0005
H -1.77711 1.27958 -2.46618 0.0006
C 1.75049 1.25187 0.81093 0.0299
N 2.08794 -0.03962 1.38700 0.7724
C 0.97822 -0.44967 2.31331 0.0287
H 0.78620 1.27136 0.25640 0.0654
H 2.53367 1.56224 0.10873 0.0067
H 1.65543 2.02411 1.61873 0.0128
H 2.24768 -0.57358 0.53980 -0.0077
H 0.02333 -0.44817 1.75220 0.0462
H 1.18858 -1.42198 2.75856 0.0013
H 0.89984 0.34820 3.07821 0.0056

---

3.
94
Properties=species:S:1:pos:R:3:lowdin_charge:R:1 method="wB97M-V/def2-TZVPD" lumo_energy_ha=-0.1472 charge=+1 e_homo_ev=-11.7
C 5.24680 0.42679 -0.65698 -0.0737
C 6.31618 1.64054 -0.83855 -0.2336
O 5.68410 2.93574 -0.92742 -0.1783
C 5.67949 3.47266 -2.26807 -0.1623
C 4.21379 3.18739 -2.87997 -0.1689
O 3.21100 3.40820 -1.86098 -0.1702
C 1.91215 3.67604 -2.40365 -0.2232
C 0.88491 2.43626 -2.26253 -0.5841
S 1.52666 1.12071 -3.45177 0.7958
C -0.57951 2.92182 -2.75712 -0.1395
N -1.59815 1.82812 -2.73507 -0.0513
C -2.99445 2.32947 -2.64606 -0.2202
N -3.28524 3.10411 -1.39831 0.0188
C -1.34558 0.89266 -1.64098 -0.2031
N -1.68299 -0.38645 -1.68122 0.1540
C -2.35130 -1.01508 -2.85336 -0.1038
C -3.84030 -1.50361 -2.46343 -0.0496
C -4.11603 -1.48090 -0.89100 -0.4124
O -4.68759 -0.50743 -0.37153 0.0800
O -3.68153 -2.54885 -0.03848 -0.0208
N -0.66134 1.39772 -0.44973 0.0926
C 0.72180 1.89956 -0.76976 -0.2617
C 1.03662 3.01894 0.36279 -0.0370
C 0.66841 2.35315 1.79713 -0.2186
O 1.26703 1.02983 1.87778 -0.1291
C 1.28692 3.18984 3.00703 -0.3559
F 2.70398 3.20073 3.01296 0.0888
F 0.84555 2.64620 4.24113 0.0858
F 0.91471 4.56422 2.91482 0.0644
H 5.20076 -0.25072 -1.57288 0.0660
H 5.53152 -0.16358 0.28190 0.0784
H 4.20938 0.86942 -0.50060 0.0524
H 6.92660 1.63593 0.13832 0.1286
H 7.05396 1.40388 -1.66823 0.0595
H 5.92149 4.59788 -2.23339 0.1416
H 6.44294 3.01213 -2.97425 0.0855
H 4.10966 3.84395 -3.80443 0.1385
H 4.20690 2.06181 -3.12546 0.1022
H 1.39444 4.58612 -1.93619 0.1410
H 1.96984 3.90954 -3.53085 0.1321
H 2.60757 0.49234 -2.85722 -0.1051
H -0.91009 3.83784 -2.16596 0.1374
H -0.43664 3.27639 -3.84138 0.1497
H -3.72976 1.43964 -2.64731 0.1245
H -3.28129 2.97338 -3.54761 0.1540
H -4.20900 3.55295 -1.48863 0.0955
H -3.41016 2.42611 -0.62309 0.0735
H -1.42052 -0.93701 -0.84058 0.1444
H -2.37317 -0.37109 -3.78507 0.1425
H -1.72697 -1.94936 -3.10767 0.1523
H -3.95573 -2.57062 -2.84373 0.1354
H -4.57311 -0.78960 -2.95826 0.1262
H -2.69170 -2.49672 -0.04225 -0.0052
H -1.22120 2.22405 -0.15133 0.1212
H 1.44710 1.03499 -0.62169 0.1375
H 2.13719 3.29274 0.42424 0.1437
H 0.33747 3.91042 0.22312 0.1427
H -0.47062 2.28809 1.93137 0.1674
H 2.13503 1.12528 1.41939 0.0952
C -6.43814 -4.70850 0.00333 -1.0180
Cl -5.41212 -5.98502 0.66733 0.5340
Cl -7.56094 -5.35052 -1.20065 0.5204
H -7.00819 -4.25663 0.81328 0.0353
H -5.80650 -3.95785 -0.46686 -0.0064
C -0.58035 6.06019 5.77322 -1.0453
Cl -0.93945 7.73115 5.32207 0.5038
Cl -1.77253 5.43684 6.91965 0.5043
H -0.59412 5.44179 4.87794 -0.0005
H 0.40572 6.02198 6.23247 0.0301
C -1.23788 -0.91098 2.26017 -1.0167
Cl -1.11469 -2.52164 1.53560 0.5981
Cl -1.76699 -1.00650 3.94117 0.5695
H -0.26139 -0.43284 2.22261 -0.0364
H -1.96023 -0.32319 1.69440 0.0182
C -3.87215 -8.01216 3.14770 -1.0342
Cl -3.76113 -9.65495 2.50560 0.5181
Cl -4.39251 -8.01904 4.83748 0.5327
H -2.89355 -7.53989 3.08249 0.0279
H -4.59368 -7.44995 2.55622 -0.0610
C 2.73089 -3.33189 2.57076 -0.9919
Cl 2.27095 -1.62477 2.58021 0.5669
Cl 2.06276 -4.16526 1.16198 0.4914
H 3.81640 -3.40562 2.54273 0.0310
H 2.35227 -3.80492 3.47497 0.0353
C 9.52853 0.18405 -3.75157 -1.0035
Cl 8.28950 -0.98414 -3.27584 0.5066
Cl 8.88946 1.83253 -3.74406 0.5327
H 10.35892 0.12407 -3.05055 0.0321
H 9.87455 -0.05612 -4.75510 0.0305
C -7.70684 -8.56561 3.89024 -1.0535
Cl -8.90589 -9.86304 3.84912 0.5166
Cl -8.10578 -7.28886 2.73289 0.4913
H -7.68108 -8.13949 4.89132 0.0236
H -6.73182 -8.97780 3.63974 -0.0248

---

4.
53
Properties=species:S:1:pos:R:3:nbo_charge:R:1 method="wB97M-V/def2-TZVPD" lumo_energy_ha=-0.1664 charge=+1 e_homo_ev=-12.0 de_lowest_kcal_mol=1.6
Zr 0.28434 -1.45937 2.03400 1.9801
O -1.30924 -4.36320 -0.15627 -0.8527
S -1.18934 -2.99606 0.18013 2.4008
O -1.56513 -2.61873 1.58131 -0.9830
O 0.22739 -2.43239 0.12516 -1.0127
C -2.13261 -1.99525 -0.92548 -0.3458
C -2.96969 -2.65076 -1.81040 -0.1537
C -3.73589 -1.90891 -2.69926 -0.1754
C -3.65369 -0.52659 -2.69255 -0.1797
C -2.80948 0.12040 -1.79729 -0.1125
C -2.03242 -0.60110 -0.90044 -0.3426
P -0.95338 0.30813 0.25771 0.8988
C 0.48785 0.83859 -0.70921 -0.3727
C 0.88218 0.12259 -1.83811 -0.1992
C 2.06752 0.44940 -2.48256 -0.1929
C 2.85531 1.48713 -2.00796 -0.2084
C 2.46703 2.19659 -0.87774 -0.1441
C 1.29567 1.86648 -0.21703 -0.2207
C -1.90160 1.75796 0.74837 -0.4133
C -2.78402 1.64149 1.81976 -0.1056
C -3.58464 2.71656 2.17200 -0.2178
C -3.50377 3.90608 1.46295 -0.1658
C -2.62672 4.02449 0.39256 -0.2030
C -1.82810 2.95239 0.02997 -0.1897
H -3.01542 -3.73132 -1.80119 0.2594
H -4.39366 -2.41612 -3.39116 0.2412
H -4.24827 0.05812 -3.38118 0.2376
H -2.76693 1.20221 -1.79499 0.2266
H 0.26831 -0.68267 -2.22091 0.2271
H 2.36668 -0.10387 -3.36309 0.2308
H 3.77432 1.74581 -2.51768 0.2336
H 3.08281 3.00261 -0.50266 0.2274
H 1.01117 2.41078 0.67544 0.2357
H -2.84178 0.71940 2.38278 0.2212
H -4.26761 2.62562 3.00573 0.2303
H -4.12568 4.74531 1.74453 0.2310
H -2.56642 4.95129 -0.16183 0.2312
H -1.14921 3.04736 -0.80798 0.2277
F 5.67198 -2.48498 -1.20722 -0.2607
C 4.89551 -1.94777 -0.28387 0.2895
C 5.00840 -0.59736 0.02019 0.2954
F 5.90424 0.13973 -0.61709 -0.2670
C 4.18710 -0.01923 0.97255 0.3480
F 4.33501 1.26975 1.24782 -0.2779
C 3.22314 -0.76502 1.64755 -0.2930
S 2.16142 -0.02612 2.85523 -0.1407
C 3.16120 -2.11072 1.31756 0.2643
F 2.18785 -2.87559 1.92985 -0.3063
C 3.95501 -2.72446 0.37243 0.3338
F 3.81217 -4.00837 0.09123 -0.2662
O 0.08163 -2.52873 3.93384 -0.9583
S -0.75209 -1.41505 4.56780 1.4724
N -0.94848 -0.31656 3.59671 -0.9826

---

5.
49
Properties=species:S:1:pos:R:3:nbo_charge:R:1 method="wB97M-V/def2-TZVPD" lumo_energy_ha=-0.1353 charge=+1 e_homo_ev=-11.9 de_lowest_kcal_mol=48.3
Pd 0.61752 0.36329 0.07338 1.0177
C -1.41458 -1.47174 4.89080 -0.4228
N -0.54432 -0.53901 4.18160 -0.4071
C 0.18690 0.46584 4.93764 -0.4199
C -0.31145 -0.64132 2.84858 0.6525
N 0.57412 0.07399 2.22881 -0.8169
N -1.13675 -1.53959 2.19623 -0.6238
C -1.04672 -2.09366 0.91779 0.6271
N -2.16542 -2.80653 0.58834 -0.8078
N 0.00990 -1.97810 0.20762 -0.8282
H -1.35058 -1.26638 5.95377 0.2366
H -1.10453 -2.50635 4.73395 0.2160
H -2.46482 -1.35577 4.60718 0.1986
H -0.17789 0.47514 5.95934 0.2311
H 0.02358 1.46109 4.51872 0.2144
H 1.25962 0.25500 4.96367 0.2048
H 1.11359 0.65997 2.84695 0.3863
H -1.94103 -1.83349 2.72086 0.4118
H -3.04591 -2.58229 1.02136 0.3990
H -2.23842 -3.12012 -0.36504 0.4120
H -0.10593 -2.42354 -0.69742 0.3743
F 1.96250 -0.31342 -2.92417 -0.3095
C 1.56067 0.86338 -3.40077 0.7389
F 2.39830 1.80537 -2.97260 -0.3070
F 1.58199 0.82696 -4.71701 -0.2829
S -0.18038 1.20531 -2.83283 2.2117
O -0.76126 -0.06949 -2.54013 -0.9214
O -0.76292 2.06669 -3.79854 -0.8614
N 0.18781 2.00050 -1.43190 -1.2197
S -1.07216 2.33788 -0.52858 2.2159
O -2.14280 3.00530 -1.16492 -0.8350
O -1.31648 1.12076 0.27208 -0.9102
C -0.32036 3.54288 0.67301 0.7516
F -0.07944 4.68070 0.05566 -0.2825
F -1.17619 3.73393 1.66147 -0.2927
F 0.82214 3.06758 1.17882 -0.3156
N 6.67244 -0.22496 -0.12688 -0.7497
C 5.33227 -0.11091 -0.08491 0.2549
C 4.69272 1.12852 -0.26880 -0.2983
C 3.32759 1.20279 -0.22501 0.0656
N 2.56358 0.12035 -0.00112 -0.4504
C 3.14752 -1.07116 0.18752 0.0807
C 4.50693 -1.22527 0.15258 -0.3090
H 7.25196 0.56765 -0.33593 0.4086
H 7.11907 -1.11909 -0.03447 0.4082
H 5.26535 2.02687 -0.45654 0.2366
H 2.80535 2.13530 -0.38143 0.2351
H 2.46960 -1.89446 0.36780 0.2466
H 4.93312 -2.20800 0.30323 0.2355

---

6.
58
Properties=species:S:1:pos:R:3:mulliken_spin:R:1 method="wB97M-V/def2-TZVPD" lumo_energy_ha="0.0094 / -0.0839" charge=0 e_homo_ev="-8.8 / -8.7" multiplicity=5 s2=6.01
Co 19.67201 18.67585 -17.65867 3.2038
S 17.92873 19.69026 -19.45110 -0.0269
O 18.15420 20.24936 -20.77584 0.0507
O 18.77145 20.29101 -18.44487 0.2766
O 16.54423 19.90259 -19.07447 0.0277
O 18.49514 18.33665 -19.33731 0.2645
F 20.60802 19.38101 -15.94147 0.1502
C 23.47682 16.30272 -16.19932 -0.0001
O 22.93917 15.36799 -17.15866 0.0015
P 21.32402 15.36516 -17.42011 0.0049
O 20.66597 16.69155 -17.55842 0.0050
O 21.34551 14.35660 -18.68612 0.0002
C 21.69642 14.63440 -19.93531 0.0009
O 20.59996 14.43063 -16.27510 0.0003
C 20.80325 13.08044 -16.19574 0.0001
H 23.71693 17.19970 -16.77019 0.0003
H 24.42900 16.01887 -15.75112 0.0001
H 22.76389 16.61512 -15.43628 0.0002
H 22.51477 13.96834 -20.20874 0.0001
H 21.97618 15.68040 -20.06077 -0.0008
H 20.82700 14.40615 -20.55183 -0.0001
H 20.34547 12.51885 -17.01009 0.0000
H 20.38374 12.76930 -15.23903 0.0000
H 21.84435 12.76062 -16.15188 0.0000
C 20.98726 19.37769 -21.76844 -0.0020
O 22.28940 19.60131 -21.33999 0.0005
P 22.68794 19.16790 -19.83020 -0.0006
O 21.60781 18.84179 -18.84000 0.0115
O 23.77021 20.34955 -19.57951 0.0011
C 25.06402 20.04358 -19.11920 0.0001
O 23.64635 17.93524 -20.23475 0.0001
C 24.58751 18.05850 -21.21248 0.0002
H 20.28010 18.77056 -21.20328 0.0000
H 21.14880 18.89170 -22.73064 -0.0002
H 20.45348 20.31741 -21.91026 0.0004
H 25.79846 20.53358 -19.75841 0.0000
H 25.24459 19.01730 -18.79945 -0.0001
H 25.34638 20.51740 -18.17906 0.0000
H 24.76831 19.00610 -21.71988 0.0000
H 24.40729 17.28891 -21.96306 0.0001
H 25.55764 17.88059 -20.74849 0.0000
C 15.34038 16.82893 -18.35436 -0.0013
O 15.64936 17.06826 -17.06782 0.0013
P 17.03845 16.83958 -16.28630 0.0027
O 18.12626 17.76656 -16.65437 0.0225
O 17.61562 15.34339 -16.52903 0.0001
C 16.83351 14.26362 -16.24904 -0.0001
O 16.65053 16.91620 -14.67826 0.0026
C 17.62990 16.70714 -13.69687 -0.0003
H 15.49110 17.65066 -19.05447 0.0000
H 14.27982 16.58473 -18.29384 -0.0001
H 15.87705 15.90474 -18.56878 0.0011
H 16.97710 13.53020 -17.04250 0.0001
H 15.75820 14.43471 -16.29915 0.0000
H 17.06425 13.75953 -15.31055 0.0000
H 18.61380 16.43257 -14.07722 0.0003
H 17.22919 15.94690 -13.02637 0.0001
H 17.65303 17.61643 -13.09625 0.0002